Entry 1:
{"formula": "C32H57N4OP2SZn", "method": "ωB97M-V/def2-TZVPD", "orbital_gap_ev": 5.88, "total_charge": 1, "e_above_lowest_kcal_mol": 0.0, "symbols": ["C", "C", "C", "C", "C", "H", "H", "H", "N", "P", "P", "C", "H", "H", "C", "H", "C", "C", "C", "C", "C", "H", "H", "H", "C", "H", "H", "H", "C", "H", "H", "H", "C", "H", "H", "H", "C", "H", "H", "H", "C", "H", "H", "H", "C", "H", "H", "H", "C", "H", "H", "H", "C", "H", "H", "H", "C", "H", "H", "H", "C", "H", "H", "H", "C", "H", "H", "H", "Zn", "C", "O", "N", "C", "C", "C", "C", "C", "H", "H", "H", "H", "H", "H", "H", "H", "H", "S", "C", "N", "C", "C", "N", "H", "H", "H", "H", "H", "H"], "coordinates": [[-2.16827, 1.32768, -1.90345], [-2.01105, -0.99620, -1.54686], [-3.25567, 1.17718, -2.75368], [-3.25053, -1.15547, -2.22661], [-3.85088, -0.08257, -2.85640], [-3.62081, 2.04838, -3.29351], [-3.66382, -2.15635, -2.28713], [-4.77689, -0.20497, -3.41504], [-1.68342, 0.30393, -1.19298], [-0.55281, 2.96060, -0.27070], [0.21920, -2.72228, -0.50901], [-1.46101, 2.69310, -1.84200], [-0.73828, 2.73322, -2.67029], [-2.17603, 3.50972, -2.01751], [-1.19659, -2.15590, -1.38459], [-1.71927, -3.05312, -1.77162], [0.84037, -4.10497, -1.77151], [-0.18053, -3.58606, 1.19011], [1.07370, 3.92958, -0.60635], [-1.92180, 3.87530, 0.65896], [2.35278, -3.85899, -1.75374], [2.80908, -4.15520, -0.80058], [2.83206, -4.41344, -2.57332], [2.55121, -2.79036, -1.89103], [0.55080, -5.57539, -1.44000], [0.98025, -5.91190, -0.48824], [-0.51805, -5.82133, -1.45395], [1.01223, -6.19575, -2.22688], [0.30016, -3.80822, -3.16982], [0.93005, -4.33550, -3.90035], [-0.73427, -4.13382, -3.32580], [0.34332, -2.73560, -3.37140], [1.13756, -4.17166, 1.72283], [1.87305, -3.37016, 1.89285], [0.95288, -4.66953, 2.68668], [1.59763, -4.90666, 1.05367], [-0.65416, -2.52859, 2.19274], [0.11978, -1.77044, 2.35310], [-1.57499, -2.02745, 1.87902], [-0.84505, -3.01171, 3.16724], [-1.31406, -4.59058, 1.02760], [-1.05093, -5.44755, 0.40892], [-1.59354, -4.97503, 2.01787], [-2.19742, -4.09850, 0.60218], [-1.43649, 4.03881, 2.10826], [-2.20862, 4.59201, 2.66516], [-1.30329, 3.05795, 2.59250], [-0.49936, 4.61193, 2.18048], [-3.18579, 2.99372, 0.65463], [-3.60999, 2.89357, -0.35108], [-2.98265, 1.99730, 1.06688], [-3.93997, 3.48128, 1.29002], [-2.27920, 5.24195, 0.04888], [-3.20714, 5.58355, 0.53181], [-1.51874, 6.00947, 0.23539], [-2.48543, 5.19732, -1.02756], [1.51072, 3.72310, -2.06310], [0.91066, 4.31768, -2.76635], [2.55686, 4.05402, -2.16333], [1.46664, 2.66301, -2.34712], [2.13543, 3.32619, 0.33792], [2.26498, 2.24494, 0.17972], [3.10276, 3.81206, 0.14315], [1.88554, 3.48060, 1.39688], [0.94730, 5.43294, -0.32287], [0.22842, 5.92415, -0.99223], [0.68176, 5.65715, 0.72133], [1.92950, 5.89796, -0.51179], [-0.02432, 0.64989, 0.07557], [-1.38023, 0.68628, 2.13956], [-2.01427, 0.35333, 3.04161], [0.85830, -0.18229, -1.48764], [1.26298, -0.75780, -2.43276], [2.29473, -0.59694, -3.59249], [2.07103, -1.58366, -4.71872], [2.11401, 0.80234, -4.16868], [3.69526, -0.78383, -2.99884], [2.23375, -2.60832, -4.38054], [1.04520, -1.50154, -5.08489], [2.76470, -1.37182, -5.54415], [2.53202, 1.55551, -3.49733], [2.63243, 0.92392, -5.12973], [1.04793, 1.00944, -4.34856], [4.45964, -0.37752, -3.66761], [3.77695, -0.26019, -2.03089], [3.91325, -1.84489, -2.83200], [1.87868, -0.21424, 1.24292], [1.75244, -0.01490, 2.94576], [2.19594, -0.90854, 3.85484], [1.89563, -0.52043, 5.22037], [1.19116, 0.82046, 5.05101], [1.18500, 1.01160, 3.60706], [2.65135, -1.77271, 3.58345], [2.81738, -0.43415, 5.80311], [1.24825, -1.26229, 5.70236], [1.72833, 1.63353, 5.55032], [0.16638, 0.78921, 5.44222], [0.78590, 1.82807, 3.14881]]}



Entry 2:
{"formula": "C32H59Br2NO22P", "method": "ωB97M-V/def2-TZVPD", "orbital_gap_ev": 7.02, "total_charge": 1, "symbols": ["C", "C", "C", "Br", "N", "Br", "C", "C", "C", "C", "C", "C", "C", "C", "P", "O", "H", "H", "H", "H", "H", "H", "H", "H", "H", "H", "H", "H", "H", "H", "H", "H", "H", "C", "O", "C", "O", "O", "C", "H", "H", "H", "H", "H", "H", "C", "O", "C", "O", "O", "C", "H", "H", "H", "H", "H", "H", "C", "O", "C", "O", "O", "C", "H", "H", "H", "H", "H", "H", "C", "O", "C", "O", "O", "C", "H", "H", "H", "H", "H", "H", "C", "O", "C", "O", "O", "C", "H", "H", "H", "H", "H", "H", "C", "O", "C", "O", "O", "C", "H", "H", "H", "H", "H", "H", "C", "O", "C", "O", "O", "C", "H", "H", "H", "H", "H", "H"], "coordinates": [[0.12638, 3.85403, -2.63840], [-0.87618, 2.72482, -2.99029], [-1.44132, 2.09980, -1.71491], [-3.40570, 2.23589, -1.71787], [-0.98644, 0.67848, -1.38065], [-0.43322, 0.76998, 0.49130], [0.20244, 0.12789, -2.15713], [-0.06811, -0.98582, -3.14456], [0.66579, -2.15256, -2.89926], [0.57456, -3.27161, -3.70326], [-0.27241, -3.25586, -4.79931], [-1.00920, -2.10713, -5.05675], [-0.91884, -0.96596, -4.25929], [-1.71222, 0.23232, -4.72023], [-2.28235, -0.64880, -1.20614], [-1.59587, -1.87193, -0.79446], [-0.36115, 4.81319, -2.53322], [0.88644, 3.89421, -3.40694], [0.65861, 3.59203, -1.72752], [-0.36507, 2.03775, -3.64557], [-1.67342, 3.17033, -3.56407], [-1.17766, 2.74356, -0.89903], [0.85040, -0.30854, -1.41667], [0.78715, 0.91845, -2.61136], [1.33216, -2.19662, -2.05213], [1.16310, -4.14713, -3.48919], [-0.34357, -4.11488, -5.44142], [-1.65228, -2.07496, -5.91977], [-2.18209, 0.81275, -3.93448], [-2.51617, -0.11009, -5.36103], [-1.11659, 0.90983, -5.32411], [-2.92568, -0.77014, -2.43783], [-3.13963, -0.18682, -0.20834], [-1.05353, -4.61683, 0.27085], [-0.36972, -5.87261, 0.22858], [0.89894, -5.77305, -0.15856], [1.46318, -4.75289, -0.46872], [1.43300, -6.99000, -0.16184], [2.80534, -7.02982, -0.57061], [-2.07332, -4.82451, 0.58317], [-0.58320, -3.94857, 0.98911], [-1.06120, -4.15989, -0.71125], [3.42299, -6.44537, 0.10787], [2.91250, -6.66337, -1.58957], [3.11483, -8.06949, -0.53489], [4.95198, -2.24571, -9.50516], [3.76456, -2.21703, -8.70426], [3.90667, -1.60023, -7.53776], [4.90821, -1.08513, -7.11959], [2.73325, -1.64645, -6.89624], [2.75141, -1.01867, -5.61802], [4.69021, -2.77391, -10.41642], [5.27395, -1.23551, -9.74783], [5.74799, -2.77827, -8.98965], [2.99566, 0.03961, -5.71230], [3.46442, -1.50843, -4.95653], [1.75101, -1.12244, -5.20960], [-2.59076, 9.07952, -1.92013], [-1.31187, 9.58859, -1.53712], [-0.28020, 8.83905, -1.90899], [-0.34440, 7.79912, -2.51728], [0.83446, 9.43387, -1.49992], [2.03981, 8.74535, -1.83950], [-3.32317, 9.79096, -1.55223], [-2.66616, 9.00636, -3.00310], [-2.76820, 8.10664, -1.46522], [2.14137, 8.65918, -2.91934], [2.05971, 7.75833, -1.38096], [2.85348, 9.34528, -1.44469], [-2.40584, 1.14094, 3.75636], [-2.95339, 2.27075, 4.42197], [-2.02377, 3.04635, 4.99366], [-0.83632, 2.84949, 4.94342], [-2.63279, 4.05235, 5.59751], [-1.75425, 4.97202, 6.26356], [-3.23866, 0.59014, 3.32671], [-1.72930, 1.47032, 2.96390], [-1.87482, 0.49570, 4.45485], [-1.07464, 5.43458, 5.55086], [-1.19330, 4.46826, 7.04642], [-2.38388, 5.73296, 6.71209], [2.85148, -9.89036, -6.84611], [1.83100, -10.25117, -5.91180], [1.97502, -9.71173, -4.70515], [2.85832, -8.96753, -4.36388], [0.97072, -10.12993, -3.93769], [1.01898, -9.63097, -2.60099], [2.60669, -10.39802, -7.77389], [2.85916, -8.81456, -7.00963], [3.82676, -10.22128, -6.49574], [0.96526, -8.54389, -2.59498], [1.92467, -9.96574, -2.09877], [0.15437, -10.03193, -2.08119], [0.88251, -0.79502, 5.24829], [0.96506, -1.71340, 6.33339], [-0.22235, -2.18040, 6.72211], [-1.28250, -1.88700, 6.23000], [-0.03231, -3.01761, 7.73294], [-1.23079, -3.59937, 8.25603], [1.89812, -0.48410, 5.02127], [0.44987, -1.28095, 4.37343], [0.29360, 0.07893, 5.52371], [-1.73901, -4.18218, 7.49081], [-1.89408, -2.82799, 8.64124], [-0.92199, -4.25221, 9.06616], [-3.12119, 4.75961, 11.13661], [-2.90206, 6.11862, 11.51975], [-2.18520, 6.82736, 10.65275], [-1.73000, 6.41975, 9.61419], [-2.05624, 8.06123, 11.12942], [-1.29932, 8.94302, 10.29731], [-3.71223, 4.31229, 11.92966], [-3.67188, 4.70901, 10.19918], [-2.17521, 4.22978, 11.04391], [-1.77712, 9.05880, 9.32650], [-0.28310, 8.57477, 10.17251], [-1.27913, 9.90015, 10.80893]]}



Entry 3:
{"formula": "C32H59BrCl3GeHfNO2PSi3", "method": "ωB97M-V/def2-TZVPD", "orbital_gap_ev": [7.05, 8.03], "spin_multiplicity": 2, "total_charge": 2, "e_above_lowest_kcal_mol": 0.0, "symbols": ["Hf", "C", "C", "C", "C", "C", "Br", "N", "C", "H", "H", "H", "H", "H", "H", "C", "O", "Si", "C", "C", "C", "Si", "C", "C", "C", "Si", "C", "C", "C", "H", "H", "H", "H", "H", "H", "H", "H", "H", "H", "H", "H", "H", "H", "H", "H", "H", "H", "H", "H", "H", "H", "H", "H", "H", "H", "H", "C", "C", "C", "C", "P", "C", "C", "C", "C", "C", "C", "C", "C", "C", "C", "H", "H", "H", "H", "H", "H", "H", "H", "H", "H", "H", "H", "H", "H", "H", "H", "H", "H", "H", "H", "H", "H", "H", "C", "C", "O", "H", "H", "H", "Cl", "Ge", "Cl", "Cl"], "coordinates": [[-1.23143, 0.65435, 0.47000], [-2.63198, 3.46765, 5.48564], [-1.62840, 3.29749, 4.38392], [-0.38074, 3.91930, 4.42279], [0.52085, 3.74472, 3.38896], [0.12274, 2.93896, 2.34684], [1.26599, 2.55070, 0.90312], [-1.05276, 2.32894, 2.26054], [-1.90952, 2.51300, 3.28247], [-2.16468, 3.32242, 6.45885], [-3.45073, 2.75671, 5.39062], [-3.05122, 4.47463, 5.46755], [-0.10978, 4.53516, 5.27163], [1.50074, 4.19791, 3.39634], [-2.85540, 2.00273, 3.20346], [-0.70105, 3.33239, -1.72700], [-1.40129, 2.21610, -1.14258], [-2.90277, 1.65877, -1.86029], [-2.49191, 1.08336, -3.58722], [-3.94996, 3.18376, -2.09613], [-3.23191, 0.48352, -0.44655], [-4.62445, 1.30280, 0.63539], [-4.17784, 3.10170, 1.02293], [-6.24209, 1.28228, -0.32206], [-4.98085, 0.49986, 2.28812], [-3.66212, -1.36281, -0.77616], [-4.05527, -1.69184, -2.58147], [-2.20262, -2.45300, -0.23583], [-5.11959, -2.05201, 0.16480], [-0.30390, 3.96457, -0.93968], [-1.39391, 3.91411, -2.33279], [0.11029, 2.96715, -2.35554], [-1.50287, 1.45435, -3.87376], [-3.21178, 1.53351, -4.27270], [-2.51622, 0.01576, -3.76384], [-3.90567, 3.48914, -3.14268], [-3.61264, 4.02098, -1.48631], [-4.99888, 3.01245, -1.85865], [-4.72795, 3.77836, 0.37187], [-3.12081, 3.36069, 0.93118], [-4.48578, 3.34078, 2.04400], [-6.12936, 1.03010, -1.37803], [-6.72702, 2.25933, -0.26179], [-6.93412, 0.55817, 0.10969], [-4.28875, 0.75108, 3.08835], [-5.04946, -0.58202, 2.25628], [-5.96460, 0.87579, 2.58638], [-3.18363, -1.87885, -3.20827], [-4.64005, -0.89213, -3.04119], [-4.66952, -2.59392, -2.61985], [-1.21325, -1.98026, -0.24655], [-2.11928, -3.31404, -0.90445], [-2.36628, -2.83382, 0.77060], [-6.01862, -1.43848, 0.12860], [-4.88677, -2.27315, 1.20493], [-5.36335, -3.00420, -0.31383], [2.58849, 1.79050, -2.09454], [3.37611, 0.50844, -1.78536], [4.70168, 0.58081, -2.55724], [3.65460, 0.38652, -0.28398], [2.34867, -0.90739, -2.38662], [2.31062, -0.74504, -4.18223], [3.27466, -1.33902, -4.99684], [3.27236, -1.10954, -6.36387], [2.31596, -0.27945, -6.92968], [1.36107, 0.32843, -6.12615], [1.36036, 0.10033, -4.76019], [2.97931, -2.58367, -1.85454], [2.52327, -2.81272, -0.40590], [4.50666, -2.71463, -1.91030], [2.33899, -3.67040, -2.73676], [3.10939, 2.63330, -1.63458], [1.56952, 1.75108, -1.71019], [2.54397, 1.98036, -3.16709], [5.22500, 1.48102, -2.22812], [4.54417, 0.66775, -3.63160], [5.35689, -0.26520, -2.36434], [4.08982, 1.32341, 0.06988], [4.37101, -0.40386, -0.06556], [2.74526, 0.19948, 0.28712], [4.03697, -1.98130, -4.57924], [4.02135, -1.58038, -6.98577], [2.31612, -0.10375, -7.99693], [0.61717, 0.97969, -6.56500], [0.61149, 0.57624, -4.13761], [3.06007, -2.18383, 0.30365], [2.73283, -3.85031, -0.14006], [1.45059, -2.65984, -0.27495], [5.01115, -2.01143, -1.25131], [4.91792, -2.60914, -2.91272], [4.75927, -3.71769, -1.56135], [1.27350, -3.77644, -2.54317], [2.80918, -4.62099, -2.47958], [2.47974, -3.51057, -3.80297], [-0.35355, -1.68472, -2.49181], [0.62457, -0.75151, -1.86388], [0.27508, -0.12188, -0.74199], [-0.36345, -2.65977, -1.99553], [-0.15153, -1.85456, -3.54777], [-1.35126, -1.26877, -2.38661], [-1.85317, -0.60562, 2.48212], [0.74491, -0.79916, 2.34175], [0.78201, -2.88179, 2.91544], [1.13673, 0.18534, 4.25546]]}



Respective E values: -4407.7531, -8453.8824, -8749.1715 Ha.